[1]
Density functional theory data (ωB97M-V/def2-TZVPD) for a structure of composition C24H57HfNOP2Si4.

Results
strongest force on any atom	0.0796	hartree/bohr
frontier orbital gap	5.5	eV

```
! RIJCOSX wB97M-V def2-TZVPD def2/J DEFGRID3
* xyz 0 1
Hf 0.3169 1.0899 0.1557
P -1.3457 2.7437 -0.9455
P 2.9487 -0.0594 0.6628
Si -0.8356 -1.2421 0.6828
Si -0.2696 -3.1770 1.9514
Si -0.9135 -2.1709 -1.4396
Si -3.1273 -0.8618 1.2949
O 1.6336 2.3528 1.6766
N 1.2075 1.2087 -1.5841
C -3.9713 -2.2130 2.2922
C -1.9856 -3.7301 -1.5277
C 0.4213 3.8806 2.9457
C -0.5640 4.4261 -0.8127
C -1.6074 -4.5131 2.0899
C 1.1235 2.5931 2.8030
C 2.6748 2.5956 -2.8792
C 0.1178 -2.5071 3.6749
C -1.5689 -0.9011 -2.6786
C 4.1950 1.2766 0.8387
C 1.8517 1.4415 -2.7623
C 3.3163 -0.9951 2.1744
C 0.8507 -2.5753 -1.9775
C 0.8440 1.4796 3.7322
C 1.2199 -4.1188 1.2693
C 3.7862 -1.0685 -0.6286
C -1.4652 2.6857 -2.7856
C -3.1382 0.6915 2.3631
C 3.2587 2.9344 -4.0984
C -3.0588 3.1250 -0.4850
C -4.1811 -0.6165 -0.2447
C 2.3748 0.9211 -5.1056
C 1.7833 0.5704 -3.8929
C 3.1524 2.1134 -5.2017
H -1.5286 -4.5759 -0.9938
H -3.3406 4.1062 -0.8762
H 2.1436 -3.5279 1.2265
H -2.2921 -4.3215 2.9275
H 5.2109 0.8452 0.9141
H -1.1006 -5.4724 2.2839
H 3.9805 1.8792 1.7105
H 3.1954 -1.9424 -0.8940
H 2.7203 -1.9118 2.2296
H 1.3983 -4.9767 1.9387
H 3.8551 3.8442 -4.2040
H 3.1053 -0.3816 3.0474
H -4.0646 -3.1576 1.7453
H 1.1812 -0.3430 -3.7893
H -3.1382 3.1271 0.6181
H 0.3378 0.6201 3.2415
H -0.1694 4.5892 0.2034
H -2.2048 -4.6309 1.1759
H -1.3059 5.1998 -1.0386
H -0.7891 -0.1723 -2.9347
H 4.3809 -1.2616 2.1731
H 1.4075 -3.1479 -1.2271
H 0.2805 4.5095 -1.5223
H -4.0462 -1.4031 -0.9958
H -2.7006 0.5002 3.3505
H -4.0066 0.3472 -0.7342
H -2.0736 -4.0033 -2.5934
H 1.1262 4.5399 3.4712
H 1.0247 -4.5273 0.2657
H -2.1549 3.4664 -3.1464
H 3.9386 -0.4548 -1.5321
H -3.4661 -2.4203 3.2418
H 4.7731 -1.3924 -0.2473
H 0.0987 4.3200 1.9957
H 4.1404 1.9286 -0.0522
H 2.2426 0.2307 -5.9328
H -4.1786 1.0152 2.5172
H -0.7336 -1.9528 4.0972
H 0.3297 -3.3632 4.3362
H 0.9943 -1.8458 3.6781
H 1.4069 -1.6539 -2.1913
H -3.7276 2.3500 -0.8750
H 2.7941 3.2804 -2.0176
H -4.9896 -1.8727 2.5309
H 0.8084 -3.1756 -2.9006
H -5.2357 -0.6450 0.0583
H -0.4668 2.8560 -3.2338
H -2.4420 -0.3541 -2.3074
H -0.4756 3.7054 3.5496
H -1.4837 0.7592 -0.4129
H -2.5985 1.5323 1.9224
H -1.8224 1.7021 -3.1106
H 3.5897 2.3448 -6.1779
H -1.8594 -1.4375 -3.5948
H -2.9992 -3.5721 -1.1315
H 1.7512 1.1004 4.2032
H 0.1338 1.8184 4.4564
*
```

Mulliken population analysis, charges in e, atoms 1 to 2: -0.31 1.07

[2]
Density functional theory data (ωB97M-V/def2-TZVPD) for a cluster of 4 separate species, C24H57N in total.

Results
strongest force on any atom	0.1879	hartree/bohr
frontier orbital gap	9.7	eV
SMILES string	CCN(CC)CC.CCCCCC.CCCCCC.CCCCCC

```
! RIJCOSX wB97M-V def2-TZVPD def2/J DEFGRID3
* xyz 0 1
N -85.0885 -70.5551 -13.5609
C -86.0654 -64.2969 -17.6415
C -87.2536 -70.1923 -14.6966
C -86.6548 -70.8654 -18.5289
C -87.6173 -69.8214 -19.0776
C -82.5473 -68.5129 -20.7156
C -87.5523 -65.0230 -15.6922
C -87.5507 -66.2417 -20.4981
C -84.7763 -63.5237 -19.6379
C -86.2968 -64.1127 -16.0662
C -88.0368 -67.4853 -19.7020
C -87.1726 -66.4499 -15.6897
C -87.2870 -72.2362 -18.0758
C -84.8659 -71.0475 -11.1532
C -86.9787 -68.6239 -19.6408
C -85.9115 -70.8588 -12.3474
C -84.9975 -63.3121 -18.0976
C -83.6044 -71.6945 -15.1899
C -85.9856 -69.7405 -14.4636
C -84.6605 -71.9190 -14.1206
C -82.2859 -67.1250 -17.2128
C -82.5906 -66.6793 -14.6525
C -82.0088 -67.6716 -19.5426
C -82.8305 -67.8485 -18.3171
C -83.2185 -67.1124 -15.9967
H -82.4856 -69.6235 -20.6380
H -83.8305 -67.4315 -18.2890
H -85.7822 -65.2619 -17.9690
H -84.0265 -63.4330 -17.7727
H -85.4386 -64.6021 -15.4648
H -83.2611 -66.7187 -13.6608
H -86.5012 -71.8145 -12.5346
H -81.7253 -67.2483 -14.3307
H -87.6886 -64.7456 -14.6796
H -86.4951 -68.7946 -20.6089
H -83.1796 -72.7689 -15.6360
H -83.8790 -71.0852 -16.1501
H -81.1234 -68.1676 -19.2537
H -87.9543 -66.9830 -15.0791
H -87.8970 -72.8962 -18.6951
H -86.6362 -70.0574 -12.0155
H -88.2521 -70.2848 -19.7182
H -88.0304 -69.9064 -14.0106
H -88.4636 -65.7333 -20.4426
H -83.5388 -68.2175 -21.1421
H -84.2513 -69.9874 -11.0305
H -85.9002 -70.9342 -19.1683
H -86.9065 -64.0776 -18.1770
H -82.5279 -65.5983 -14.6091
H -86.0011 -68.7266 -14.0065
H -88.0800 -67.3850 -18.6241
H -86.0423 -68.3404 -19.1789
H -87.7442 -69.7948 -15.7432
H -81.4065 -67.7288 -16.7448
H -85.3047 -71.4957 -10.0756
H -84.0116 -71.7621 -11.2146
H -85.5523 -72.5060 -14.4506
H -87.1993 -66.5520 -21.4131
H -86.0640 -70.7076 -17.7066
H -88.8878 -67.8835 -20.2100
H -84.1524 -66.7328 -16.1884
H -87.4686 -71.3407 -14.8387
H -81.5968 -68.5445 -21.3809
H -85.4813 -69.7177 -15.4420
H -86.7388 -65.9159 -19.8629
H -88.2692 -69.4485 -18.1940
H -81.9523 -66.0734 -17.3166
H -84.1380 -72.5644 -13.5473
H -86.6699 -63.2403 -15.7083
H -82.7276 -71.1658 -14.8878
H -85.3716 -62.4147 -18.0398
H -86.5776 -72.9326 -17.8538
H -86.2181 -66.6335 -15.1501
H -87.8611 -72.1286 -17.0667
H -84.3502 -64.4092 -19.7523
H -81.8221 -66.5920 -19.6580
H -88.5575 -64.9281 -16.0661
H -83.5868 -68.0605 -15.7154
H -85.6889 -63.4038 -20.2267
H -87.0220 -66.9812 -16.6805
H -84.1377 -62.7540 -19.9404
H -82.9003 -68.8510 -17.9461
*
```

Mulliken population analysis, charges in e, atoms 1 to 2: 0.06 -0.07

[3]
Density functional theory data (ωB97M-V/def2-TZVPD) for a structure of composition C24H58N10O21SSr.

Results
strongest force on any atom	0.0981	hartree/bohr
frontier orbital gap	5.6	eV

```
! RIJCOSX wB97M-V def2-TZVPD def2/J DEFGRID3
* xyz 0 1
Sr -0.0497 0.0417 -0.1801
S -3.1515 0.0527 5.8525
O 1.1092 6.9707 -1.6599
O -3.2825 -1.2700 4.9390
O 4.3748 -3.2647 4.9215
O 2.3698 -2.4268 4.3592
O -3.6411 -4.0261 -3.6121
O -2.8805 -3.2560 -5.5873
O -3.9472 4.9117 3.6885
O -3.7166 1.2837 5.1869
O 7.2356 1.3602 -0.1015
O -1.4737 0.1107 5.5909
O -0.3417 -2.1591 1.0890
O 0.1910 5.1278 -2.4672
O -3.1687 5.5812 1.7433
O -2.4858 -0.7604 -0.1210
O -3.4561 -0.3381 7.2035
O -0.8086 2.1767 1.1446
O 1.9102 0.3236 1.5371
O 1.7556 1.3275 -1.6006
O 0.9181 -1.2751 -1.9926
O 5.6609 1.5740 -1.5726
O -1.3869 0.8280 -2.1897
N -3.6876 4.7484 2.5094
N 2.6890 2.6318 -3.2320
N 2.9116 -2.1522 -2.0825
N 3.6283 -2.4426 4.3297
N -4.1298 -2.0411 0.6812
N -2.2005 1.8666 -4.0464
N 0.7951 5.7460 -1.5649
N -0.0241 -4.1084 2.1841
N -2.9963 -3.2286 -4.3184
N 6.0661 1.2880 -0.4214
C 4.1679 -1.3144 3.5786
C 4.0570 -2.6842 -2.8517
C 0.8650 -4.9736 2.8973
C -2.4214 -2.0675 -3.5816
C -1.0130 -0.9532 4.7528
C 3.6280 3.7030 -3.5448
C 0.3524 -2.9178 1.7713
C -3.4644 -0.8603 0.5474
C -3.8550 -3.2922 -0.0155
C 1.6455 1.5216 2.2130
C 0.0707 2.0803 2.2685
C -1.6487 0.9838 -5.0753
C 1.8736 -1.6346 -2.6610
C 2.6201 2.1088 -1.9982
C 3.0785 -2.5326 -0.7016
C -4.0250 3.4189 1.9216
C -3.0281 2.9198 -4.6618
C -1.2732 -4.7443 1.7911
C 1.6207 2.3638 -4.2449
C -2.0524 1.6975 -2.6986
C -5.1914 -2.2281 1.6157
C 5.0262 1.2337 0.6119
C 1.3011 4.9749 -0.3916
C -2.2439 -1.3207 3.9451
H -2.7296 2.3836 -2.1667
H -1.0658 -5.5411 1.0768
H -1.6870 -5.3850 2.5698
H 1.6660 -4.4519 3.4211
H -6.0592 -2.4853 1.0084
H -0.4204 1.3443 2.9051
H -4.9457 3.0676 2.3876
H -3.9696 -4.1875 0.5955
H -2.8458 -3.2623 -0.4264
H 5.3875 0.9110 1.5884
H 1.8026 2.6955 -5.2672
H -1.1093 1.5521 -5.8330
H 3.3907 2.5748 -1.3648
H 3.8713 -0.4088 4.1078
H 3.8077 -1.2164 2.5545
H -2.7076 -2.0144 -2.5312
H 4.9367 -2.7249 -2.2092
H -4.2305 3.6179 0.8698
H 3.1778 -3.6166 -0.6448
H -3.8887 2.6687 -5.2817
H 0.7367 2.9085 -3.9135
H 4.2611 3.5079 -4.4103
H 4.2707 0.5139 0.2970
H 0.5397 5.1053 0.3773
H -3.3994 3.6935 -3.9897
H 3.9166 -3.7218 -3.1545
H 3.1161 4.5972 -3.9004
H 1.8969 -1.4476 -3.7458
H -3.1441 2.7985 2.0865
H -5.4093 -1.3157 2.1709
H 1.4209 3.9076 -0.5778
H 2.1879 2.2709 1.6364
H -2.2397 -2.3131 3.4943
H -5.0150 -3.1051 2.2384
H -0.7388 -1.7408 5.4547
H 2.3176 5.2455 -0.1061
H -0.2182 -0.5526 4.1236
H 2.0513 1.5877 3.2225
H -0.9796 0.3610 -4.4816
H 1.3460 -2.5799 2.1041
H 0.3704 -5.6301 3.6131
H -2.4381 0.3986 -5.5471
H 4.6534 2.2579 0.6056
H 4.3147 -2.0468 -3.6975
H -2.3269 3.4878 -5.2732
H 2.1121 -2.2812 -0.2646
H 5.2560 -1.3701 3.6099
H -3.8832 -0.0562 1.1721
H -2.4434 -0.5739 3.1766
H 1.3436 1.3123 -4.3207
H 3.8484 -2.0002 -0.1432
H -1.3501 -2.2085 -3.7246
H 4.2395 4.0608 -2.7165
H -4.4614 -3.3115 -0.9210
H -2.7468 -1.1656 -4.1002
H -2.0415 -4.0575 1.4361
H 0.0941 2.9709 2.8965
H 1.2840 -5.7133 2.2151
*
```

Mulliken population analysis, charges in e, atoms 1 to 2: 1.30 1.00

[4]
Density functional theory data (ωB97M-V/def2-TZVPD) for a cluster of 10 separate species, C24H58N2O8S8 in total.

Results
strongest force on any atom	0.0617	hartree/bohr
frontier orbital gap	8.2	eV

```
! RIJCOSX wB97M-V def2-TZVPD def2/J DEFGRID3
* xyz 0 1
S 21.1694 3.2490 0.4879
S 22.0356 -10.3089 7.0747
S 17.2010 1.3372 11.8013
S 19.0286 -9.5445 0.7654
S 19.4981 -4.0856 13.5012
S 12.8221 -5.1329 2.5128
S 18.3525 -2.4766 5.7063
S 12.9624 1.9084 4.7626
O 18.5405 -3.4460 4.5364
O 12.0368 -4.1126 1.6799
O 12.9525 0.5928 5.5415
O 20.0985 -9.9523 -0.2907
O 20.6568 3.5865 1.8993
O 18.9354 -4.7773 12.2509
O 22.9033 -9.7422 5.9269
O 17.8967 2.4157 10.9844
N 25.1120 -5.4327 4.3435
N 22.5550 1.8953 9.0043
C 21.3497 -4.1684 13.2337
C 24.0736 0.5359 8.1577
C 14.5823 -4.8921 1.9384
C 22.4410 1.9322 7.6087
C 22.8377 -11.9230 7.5161
C 19.8137 -8.3922 2.0058
C 16.3124 2.2710 13.0974
C 26.2403 -3.8178 3.3604
C 18.6712 -0.7628 5.1419
C 19.4674 -5.4091 14.8539
C 13.1331 -4.4171 4.1746
C 15.7662 1.0426 10.7393
C 24.1948 -4.6804 3.7245
C 24.8404 -3.6543 3.0638
C 13.1145 1.3511 3.0044
C 19.8243 -2.6223 6.8326
C 22.2744 -9.2839 8.6210
C 22.7093 4.1447 0.1110
C 23.5553 0.9532 9.3306
C 11.2707 2.6158 4.7894
C 21.7347 1.4784 0.6166
C 18.9907 -10.9032 1.9709
C 23.5031 1.1575 7.0919
C 26.3096 -4.8636 4.2299
H 14.6538 -5.2574 0.9140
H 10.4793 2.0963 4.2491
H 22.7765 -12.4496 6.5637
H 16.2889 3.3441 12.9076
H 22.0310 -9.7693 9.5661
H 19.7847 -1.9780 7.7109
H 21.0420 0.7792 1.0849
H 22.4378 5.1889 -0.0438
H 15.8705 0.8372 9.6739
H 18.4861 -5.6441 15.2661
H 16.8643 2.1872 14.0336
H 27.0544 -3.2228 2.9737
H 18.7121 -10.4414 2.9181
H 15.2910 1.9769 13.3392
H 17.9244 -0.4101 4.4306
H 21.5624 -5.1021 12.7129
H 15.2205 1.9837 10.6727
H 21.8431 -3.9738 14.1859
H 21.5958 -3.3229 12.5913
H 13.4609 2.1639 2.3661
H 20.7244 -8.8432 2.3999
H 22.0191 1.0023 -0.3218
H 19.8388 -6.3131 14.3714
H 23.8200 0.9669 6.0772
H 23.3331 -9.0822 8.7837
H 27.1813 -5.2103 4.7651
H 15.1431 -5.6039 2.5442
H 14.8295 -3.8362 2.0480
H 19.6993 -0.7107 4.7835
H 13.7912 0.5138 2.8341
H 18.3074 -11.6800 1.6276
H 23.2647 3.8192 -0.7686
H 13.5401 -5.1911 4.8252
H 22.2497 -12.4401 8.2743
H 20.7608 -2.3947 6.3234
H 13.7375 -3.5110 4.1318
H 15.0096 0.3995 11.1888
H 12.2004 -4.1949 4.6931
H 10.9217 2.9669 5.7605
H 11.4781 3.5007 4.1876
H 12.1015 1.0434 2.7448
H 24.3601 -2.8542 2.5202
H 18.5179 -0.1052 5.9975
H 21.8291 2.1601 9.6547
H 24.8656 -0.1943 8.0801
H 19.8931 -3.6465 7.1994
H 19.2727 -8.2867 2.9462
H 22.5872 1.5316 1.2937
H 23.7019 0.5903 10.3372
H 20.1376 -5.1490 15.6731
H 23.1357 -4.8616 3.8333
H 20.1522 -7.4666 1.5402
H 21.6827 2.5462 7.1457
H 23.8637 -11.7434 7.8374
H 19.9694 -11.3625 2.1093
H 24.9394 -6.2765 4.8710
H 21.7260 -8.3455 8.5384
H 23.4062 4.0240 0.9403
*
```

Mulliken population analysis, charges in e, atoms 1 to 2: 0.46 0.46

[5]
Density functional theory data (ωB97M-V/def2-TZVPD) for a cluster of 7 separate species, C24H58N3O7 in total.

Results
strongest force on any atom	0.0977	hartree/bohr
frontier orbital gap	7.4	eV

```
! RIJCOSX wB97M-V def2-TZVPD def2/J DEFGRID3
* xyz 1 1
O -2.3438 -1.9884 1.4856
O 3.9926 0.2913 5.3526
O 2.9165 1.2732 1.3751
O 0.3186 -3.7846 -1.7508
O 3.4374 5.4345 0.1877
O -4.0519 -2.6482 -2.2164
O -7.3925 0.9757 -1.6027
N 7.7634 3.7992 -2.1204
N 1.7265 3.4215 -2.2162
N 3.0724 4.6726 -0.8665
C -5.7101 -1.6230 -3.6281
C -2.2952 -3.3963 1.7119
C 3.0127 3.5216 -2.8701
C 2.0806 0.7950 2.4316
C 3.9358 4.3851 -1.9919
C 5.6004 2.0716 5.1611
C -0.8856 -5.4191 -3.0421
C -6.0401 2.8953 -2.1257
C -6.6220 2.0255 -1.0222
C -5.2764 -1.9132 -2.2003
C 5.9730 2.3034 -1.1969
C -7.4997 2.8371 -0.0825
C -6.3337 -2.7083 -1.4517
C 1.7509 4.1296 -0.9593
C 1.3170 1.9614 3.0380
C 5.9121 0.1949 6.8006
C -3.2431 -4.0949 0.7511
C 5.4409 4.8031 -2.3128
C 0.4557 -5.0235 -2.4452
C 5.3856 0.5904 5.4302
C 6.4748 3.6516 -1.8928
C 1.5213 -4.8852 -3.5210
C -0.8679 -3.8874 1.5345
C 1.1347 -0.2631 1.8876
H -6.8350 3.3374 -2.7347
H 1.6969 -1.0895 1.4445
H -0.1947 -3.3685 2.2232
H 0.6890 2.4514 2.2849
H 5.6362 1.6065 -2.0558
H 5.3898 0.7417 7.5923
H -4.9359 -1.0607 -4.1580
H -1.2398 -4.6581 -3.7454
H 3.5383 0.8086 6.0313
H -5.4209 2.2968 -2.8000
H 5.7409 -0.8689 6.9851
H -8.3454 3.2771 -0.6207
H -5.8640 -2.5525 -4.1860
H 2.7334 0.3505 3.1878
H 2.0100 2.7198 3.4146
H -6.0041 -2.9195 -0.4311
H 1.6618 -5.8250 -4.0608
H -0.5062 -3.6803 0.5226
H -4.2112 -3.4825 -2.6781
H 2.4768 -4.5895 -3.0791
H -2.9633 -3.8942 -0.2875
H 7.9455 4.7147 -2.5871
H 5.2069 2.3440 4.1774
H -8.1132 1.3779 -2.1060
H -6.6376 -1.0458 -3.6487
H -5.8110 1.5585 -0.4559
H 0.0427 -3.1137 -2.3895
H 5.6522 5.7575 -1.7138
H -2.6193 -3.5719 2.7416
H -5.4285 3.7016 -1.7120
H -6.5093 -3.6755 -1.9342
H -6.9319 3.6414 0.3924
H -7.2797 -2.1630 -1.4080
H 0.8921 4.2269 -0.2252
H 1.2504 -4.1059 -4.2410
H 6.8071 1.8223 -0.5609
H 6.6618 2.3296 5.1969
H 0.6797 1.6309 3.8614
H -4.2632 -3.7241 0.8806
H 3.3387 3.0710 -3.8594
H 5.0673 2.6834 5.8962
H 5.0994 2.4661 -0.4561
H -2.0591 -1.8231 0.5768
H -0.7947 -4.9627 1.7176
H -5.0847 -0.9728 -1.6762
H 0.9248 2.9182 -2.6145
H -7.9200 2.1975 0.6982
H 3.3827 4.8846 1.0045
H 0.5004 0.1488 1.0947
H -3.2411 -5.1766 0.9106
H 6.9829 0.3966 6.8854
H 5.5119 5.1099 -3.4238
H 0.4922 -0.6609 2.6766
H 2.3469 1.6678 0.7012
H 5.8882 0.0000 4.6591
H -0.8175 -6.3749 -3.5676
H -1.6443 -5.5036 -2.2590
H 0.7678 -5.7735 -1.7133
*
```

Mulliken population analysis, charges in e, atoms 1 to 2: -0.57 -0.50

- What is the frontier orbital gap in the second record?
  9.7 eV

- Which value of frontier orbital gap does entry 5 give?
  7.4 eV

- The lowest frontier orbital gap belongs to which entry?
  C24H57HfNOP2Si4